1.
The following is a quantum chemistry calculation of a molecular structure, C25H35N2SV at a distorted geometry, from OMol25.

2S+1 = 2
HOMO-LUMO gap (spin up / spin down) = 7.52 / 7.45 eV
relative energy (zero: lowest compared OMol25 entry of this formula, charge and spin) = 0.0 kcal/mol
total charge = +1
lowest unoccupied orbital energy (spin up / spin down) = -3.15 / -2.88 eV

Atoms and positions in Å:
C 1.1939 -1.9543 0.6238
C 1.7053 -1.2804 -0.5356
C 0.7522 -1.4755 -1.6213
C -0.3394 -2.2306 -1.1174
C -0.1089 -2.4779 0.2964
V -0.2456 -0.1478 0.1757
C -2.1710 1.5921 -1.6021
C -2.1086 1.0392 -0.1616
H -2.2395 1.8229 0.5987
C -2.4444 -0.3068 0.2525
H -2.8554 -1.0067 -0.4873
H -2.8669 -0.4514 1.2556
C -3.0724 2.8489 -1.6463
H -2.6394 3.6582 -1.0333
H -3.1951 3.2266 -2.6777
H -4.0713 2.6062 -1.2430
C -2.7186 0.5377 -2.5851
H -2.0781 -0.3589 -2.5870
H -3.7384 0.2366 -2.2921
H -2.7572 0.9306 -3.6154
C 3.0949 -0.7198 -0.6831
H 3.3561 -0.0474 0.1511
H 3.8419 -1.5373 -0.7001
H 3.2011 -0.1559 -1.6226
C 0.9662 -1.0355 -3.0426
H 1.5194 -0.0838 -3.0917
H 1.5510 -1.7917 -3.6008
H 0.0103 -0.8918 -3.5704
C -1.4570 -2.8430 -1.9115
H -1.5845 -2.3527 -2.8893
H -1.2316 -3.9097 -2.1009
H -2.4217 -2.8070 -1.3779
C -0.9712 -3.3340 1.1826
H -2.0158 -3.3455 0.8310
H -0.6083 -4.3805 1.2022
H -0.9716 -2.9576 2.2182
C 1.9060 -2.1202 1.9362
H 1.1978 -2.2682 2.7666
H 2.5762 -3.0000 1.8966
H 2.5186 -1.2368 2.1757
C 0.3225 1.8591 -1.0910
C -0.7380 1.9731 -2.0271
C 1.6388 2.2448 -1.4218
C -0.4140 2.3978 -3.3290
H 0.0632 1.8301 0.0161
C 1.9318 2.6827 -2.7163
H 2.4172 2.1995 -0.6547
C 0.9006 2.7484 -3.6701
H -1.2000 2.4705 -4.0881
H 2.9516 2.9769 -2.9844
H 1.1216 3.0894 -4.6873
C 0.4674 -0.8689 5.4849
N 0.8909 0.2485 4.6399
C 1.7911 1.1958 4.9616
C 1.8751 2.0838 3.9079
N 1.0282 1.6857 2.9367
C 0.4475 0.5673 3.4045
S -0.7213 -0.2687 2.6421
H -0.6253 -0.8051 5.6745
H 0.6899 -1.8335 4.9844
H 0.9978 -0.8485 6.4604
H 2.3329 1.2445 5.8973
H 2.4967 2.9660 3.8603
H 0.8578 2.1691 2.0311

Results of the Löwdin charge analysis, in e, for atoms 1 through 6: C -0.285; C -0.259; C -0.232; C -0.245; C -0.291; V 0.618

=====

2.
The following is a quantum chemistry calculation of a single C25H35N5O3 molecule at a distorted geometry, from OMol25.

structure (SMILES) = Cn1c(=O)c2c(nc(NC3CCCCC3)n2CC(=O)[C@]23C[C@H]4C[C@H](C[C@H](C4)C2)C3)n(C)c1=O
HOMO-LUMO gap = 8.24 eV
relative energy (zero: lowest compared OMol25 entry of this formula, charge and spin) = 0.0 kcal/mol
total charge = 0
lowest unoccupied orbital energy = 0.58 eV

Atoms and positions in Å:
C -3.8062 -2.7335 -2.0676
N -2.9577 -1.5549 -2.1259
C -2.7353 -0.9974 -3.3754
O -3.2249 -1.4661 -4.3829
N -1.9283 0.1204 -3.4219
C -1.4023 0.6247 -2.2754
N -0.6144 1.7124 -2.1560
C -0.3662 1.8146 -0.8523
N 0.3197 2.8176 -0.2832
H 0.6785 2.6412 0.6484
C 1.1136 3.7168 -1.0991
C 1.3520 5.0197 -0.3342
C 2.3068 4.8276 0.8429
C 3.6259 4.2225 0.3734
C 3.3746 2.8869 -0.3192
C 2.4460 3.0795 -1.5149
H 2.9268 3.7308 -2.2472
H 2.2400 2.1232 -1.9996
H 2.9302 2.1893 0.3936
H 4.3201 2.4577 -0.6574
H 4.1138 4.9079 -0.3240
H 4.2920 4.0799 1.2262
H 1.8580 4.1711 1.5906
H 2.4879 5.7929 1.3203
H 1.7786 5.7485 -1.0258
H 0.3957 5.4098 0.0186
H 0.5187 3.9107 -1.9975
N -0.9581 0.8234 -0.1253
C -1.6432 0.0356 -1.0460
C -2.4545 -1.1152 -0.8969
O -2.7184 -1.7096 0.1421
C -0.9846 0.6380 1.3055
H -1.6805 -0.1761 1.5066
C 0.4271 0.3438 1.8266
O 1.2163 1.2580 1.9319
C 0.7857 -1.0818 2.1639
C 0.5470 -1.9905 0.9479
C 0.9358 -3.4247 1.3060
C 2.4074 -3.4882 1.7094
C 2.6348 -2.5922 2.9255
C 1.7682 -3.0742 4.0873
C 0.2978 -3.0115 3.6786
C 0.0614 -3.9056 2.4626
H 0.3051 -4.9409 2.7095
H -0.9897 -3.8654 2.1700
C -0.0869 -1.5731 3.3324
H 0.0634 -0.9252 4.1996
H -1.1423 -1.5423 3.0595
H -0.3285 -3.3520 4.5105
H 1.9392 -2.4466 4.9650
H 2.0360 -4.0994 4.3514
C 2.2613 -1.1551 2.5735
H 2.4343 -0.4990 3.4293
H 2.8849 -0.7951 1.7520
H 3.6905 -2.6282 3.2159
H 2.6823 -4.5177 1.9484
H 3.0370 -3.1575 0.8800
H 0.7670 -4.0625 0.4316
H 1.1432 -1.6388 0.1016
H -0.5038 -1.9746 0.6638
H -1.3414 1.5580 1.7864
C -1.6544 0.7662 -4.6864
H -1.9653 1.8092 -4.6366
H -0.5855 0.7273 -4.8960
H -2.2104 0.2378 -5.4579
H -4.5774 -2.5808 -1.3134
H -4.2496 -2.8840 -3.0480
H -3.2114 -3.6034 -1.7865

Results of the Löwdin charge analysis, in e, for atoms 1 through 6: C -0.006; N 0.033; C -0.433; O 0.065; N 0.015; C -0.218

=====

Look up the total charge of the first one. +1